Formula: C4H6N2S2
Source: the OMol25 dataset
Level of theory: ωB97M-V/def2-TZVPD

Summary:
spin multiplicity	1
strongest force on any atom	3.297	eV Å⁻¹
E_tot	-1061.86945	hartree
lowest unoccupied orbital energy	-0.92	eV
gap between HOMO and LUMO	8.08	eV
highest occupied orbital energy	-9.003	eV
energy relative to the best compared isomer or geometry (same formula, charge and spin)	122.65	kJ/mol

Last column: natural (NBO) charge in e.
CARTESIAN COORDINATES (ANGSTROEM)
C (-0.103, 2.642, -0.523)  -0.6744
C (0.496, 1.240, -0.460)  0.0837
S (1.978, 1.010, 0.163)  -0.0402
N (-0.308, 0.268, -1.039)  -0.4863
C (-0.468, -0.893, -0.587)  0.3426
N (0.037, -1.440, 0.579)  -0.6151
C (-0.227, -2.662, 0.981)  -0.0363
S (0.474, -3.487, 2.259)  -0.1011
H (-0.051, 3.057, -1.567)  0.2450
H (-1.091, 2.693, -0.034)  0.2322
H (0.488, 3.291, 0.064)  0.2312
H (-1.087, -1.568, -1.185)  0.1879
H (0.863, -1.038, 1.041)  0.4466
H (-1.000, -3.113, 0.309)  0.1842